{
  "formula": "C4H8O2",
  "method": "the ωB97M-V functional and the def2-TZVPD basis",
  "elements": ["H", "C", "H", "H", "C", "H", "O", "H", "H", "O", "C", "H", "H", "C"],
  "xyz": [[-2.685012, -0.384717, 1.274730], [-2.521274, -0.329832, 0.201184], [2.969399, -0.579208, 0.874613], [-1.881919, 0.846021, -1.443430], [-2.074829, 0.784047, -0.375128], [-0.379482, -0.730211, 0.033573], [0.581066, -0.916346, 0.101728], [3.109670, -0.200009, -0.851454], [-1.839218, 1.675686, 0.196412], [0.632337, 1.304681, -0.244881], [1.207314, 0.261489, -0.026706], [3.100743, 1.130361, 0.330257], [-2.742896, -1.224333, -0.376511], [2.698021, 0.143164, 0.102751]],
  "atomic_forces_ev_per_a": [[-0.01, 0.01, -0.15], [-0.08, 0.15, -0.08], [-0.02, 0.07, -0.11], [-0.10, -0.04, 0.15], [-0.18, -0.15, 0.07], [0.15, -0.03, -0.01], [-0.15, 0.10, 0.01], [-0.05, 0.02, 0.12], [-0.09, -0.16, -0.06], [0.29, -0.40, 0.09], [0.14, 0.43, -0.11], [0.01, -0.16, -0.04], [0.02, 0.11, 0.06], [0.09, 0.03, 0.05]],
  "nbo_charge": [0.20, -0.47, 0.23, 0.20, -0.34, 0.51, -0.70, 0.24, 0.21, -0.61, 0.80, 0.24, 0.20, -0.72],
  "orbital_gap_ev": 10.881,
  "total_charge": 0,
  "de_lowest_kj_mol": 96.6,
  "homo_ev": -9.917
}



{
  "formula": "C41H99NO17",
  "method": "the ωB97M-V functional and the def2-TZVPD basis",
  "elements": ["O", "C", "H", "H", "C", "H", "H", "H", "H", "H", "C", "H", "H", "H", "O", "H", "C", "H", "H", "H", "H", "C", "H", "H", "H", "H", "H", "O", "O", "H", "O", "H", "O", "H", "H", "C", "C", "H", "C", "H", "C", "H", "H", "H", "H", "H", "H", "H", "C", "H", "H", "C", "H", "C", "H", "C", "C", "N", "H", "C", "H", "H", "H", "H", "H", "H", "H", "O", "C", "H", "H", "H", "H", "H", "C", "H", "H", "C", "H", "H", "O", "H", "H", "H", "H", "H", "C", "O", "H", "H", "H", "H", "H", "H", "C", "H", "O", "H", "H", "H", "H", "H", "H", "O", "H", "H", "C", "H", "H", "H", "H", "C", "H", "C", "O", "C", "H", "H", "H", "O", "H", "C", "H", "O", "H", "H", "H", "H", "C", "O", "C", "C", "C", "C", "H", "C", "C", "C", "H", "C", "O", "C", "H", "H", "O", "H", "H", "H", "C", "C", "C", "H", "H", "C", "H", "H", "C", "C"],
  "xyz": [[2.731810, 4.692994, 1.667329], [-1.275280, -6.155496, -3.174861], [-1.964320, -6.883536, -2.746751], [-0.751970, -6.971106, -3.673881], [-0.744260, -0.351886, -0.962851], [-0.994360, -1.270336, 3.672969], [-4.349040, 1.106934, 1.706169], [-7.488530, -2.320706, -2.674551], [5.884290, 8.543924, 1.246919], [3.634210, 6.495184, -0.015231], [-4.197980, -4.314466, -0.815801], [-1.947030, -2.021976, -4.840691], [-6.171730, -4.668706, -1.502801], [-2.304690, 1.557814, -2.293851], [-0.123120, -1.483976, 5.477269], [1.050020, 3.937964, 4.484429], [2.353670, -4.059546, -1.301051], [-3.519500, 0.380084, -2.891951], [2.223280, -3.389986, -2.151221], [2.523230, -6.023926, 0.407699], [-4.314270, -2.375796, -6.587841], [2.890060, 0.388624, -6.363821], [-1.799250, 2.609354, 1.478529], [2.251890, -1.192706, 3.775889], [-1.849490, 4.937434, 2.914679], [-0.428680, 1.349584, 1.142049], [6.557840, 1.032244, 4.305239], [4.291650, 0.246064, -6.382291], [-1.931000, -5.263656, -4.034021], [-1.342240, 2.746404, -0.139981], [-1.724590, 6.933764, 2.875819], [-3.306340, -4.089476, 1.786819], [-3.787620, -3.087086, -4.573181], [1.201040, 5.316734, 0.268719], [-2.179040, -1.834096, 4.907139], [5.513390, 1.310544, 4.445899], [3.741680, -1.568006, 2.052729], [3.482280, -1.626996, -2.689201], [1.307000, -7.462086, -0.601181], [-3.733760, -0.637046, 1.525829], [-2.741100, 0.569014, -2.152691], [-1.266530, -2.384736, -0.395111], [0.002420, -2.340216, -1.679801], [5.327100, 2.053144, 3.670059], [-4.083250, -1.169306, -5.391091], [3.877270, -0.496776, 1.903789], [0.898930, -5.438126, 0.142699], [-3.631590, -5.744896, 2.094999], [-2.650350, 7.479274, 1.885849], [0.418740, -2.051906, -0.047301], [-2.899670, 3.156484, 0.190609], [0.139460, 0.901424, 4.923969], [-8.061780, -3.270336, -1.341671], [0.107970, 8.340164, 0.836979], [1.545640, 3.564464, 0.166779], [3.996820, 4.832974, 1.036069], [-3.336120, -5.063056, 1.297579], [-1.399090, 0.089814, 0.349099], [1.007920, 0.097524, -2.310851], [-0.260310, -0.087516, 6.040449], [-5.166790, -3.652266, -2.546171], [3.035380, 1.432184, -4.445601], [-3.546300, -3.464566, -0.613101], [0.385780, -0.022606, 6.915919], [-7.714720, -1.574006, -1.138361], [3.995780, -0.097606, -3.142961], [0.218410, 1.582994, -1.519341], [1.396660, -8.384306, 0.529089], [-2.171100, 2.397644, 0.476029], [1.338610, 0.951254, -4.843171], [-2.383830, -5.335296, 0.842459], [-2.216500, -3.509736, -5.865351], [4.689200, 4.358734, 1.731629], [4.041860, -1.522816, -4.456141], [-3.501040, 0.660754, -0.803011], [-3.473530, 7.738114, 2.551789], [0.855940, -6.982986, 1.914999], [1.707350, -6.008316, -0.314931], [4.511630, -2.022776, 1.429469], [3.275070, -0.026446, 5.815279], [0.132520, 2.270784, 5.229559], [0.875150, 8.530604, 0.086469], [-4.178040, -0.193106, -0.829331], [-1.600780, -3.407436, -3.077171], [4.407000, 0.508584, -8.487941], [0.889410, 4.361504, 1.643389], [-2.338740, -3.037946, -4.890381], [-0.534640, 0.420974, 1.361309], [2.051000, -7.821216, -1.312231], [1.604130, -3.668456, -0.613061], [-3.256120, 5.758024, 3.618479], [-1.790030, 5.685534, 4.541669], [2.557990, -2.453506, 4.925259], [-0.022860, 7.278914, 0.625499], [3.621400, -1.021146, -3.584571], [4.034740, 4.184224, 0.160969], [-6.035760, -2.672416, -1.021821], [-3.633700, -5.044846, -1.395651], [-0.817540, -5.873376, -2.226711], [3.282800, -3.890306, -0.756841], [-0.233300, 3.283784, 3.493369], [1.363490, 2.478154, 3.512239], [-1.222520, -0.014596, 6.547339], [2.383190, -0.583946, -4.078431], [1.060880, 0.604764, 4.422889], [2.766680, -1.817186, 1.633939], [-2.673430, 0.932224, 0.436509], [-0.569470, 0.968594, 4.098739], [-4.138430, 1.517594, -1.021321], [-1.937170, 9.619764, 2.183349], [4.623390, -1.254516, 5.790099], [-5.438920, -3.861856, -1.511711], [-1.044420, -2.895386, 4.112519], [0.495770, 0.531034, -1.451861], [-1.085660, 9.101494, 0.455009], [1.580900, 4.447244, 0.805189], [-2.420270, -1.452896, -2.016151], [4.388240, -1.201406, -7.818221], [-0.477250, -8.004286, 1.356999], [4.335550, 7.066734, 1.891679], [0.429540, 8.515794, 1.863549], [-1.462960, -3.933556, -4.021791], [0.316070, -7.490056, -1.054391], [1.990300, -5.360136, -1.547991], [2.439900, 1.090354, -7.065981], [-2.961970, 9.371764, 0.949939], [-3.002670, 0.464024, 2.580599], [1.220620, 0.516584, -0.637941], [-7.350090, -2.488356, -1.606461], [3.841800, -2.210666, 3.342799], [-0.378210, -1.876266, -0.769871], [0.622000, 3.007984, 4.110209], [-4.450100, -2.187226, -5.522901], [3.042410, -1.649316, 4.371429], [-0.439340, -3.989186, -4.392211], [0.586380, -7.989436, 1.594839], [-1.152360, -1.901716, 4.547329], [-2.170420, 5.781784, 3.524739], [-5.519240, -2.218446, -5.312951], [-3.503910, 0.424834, 1.613479], [4.478690, 0.306544, 4.223749], [-1.779550, -0.578086, -2.126981], [0.770810, -8.527076, 2.524909], [5.434470, 1.904504, 5.356449], [-4.463370, -5.016816, 0.369319], [2.528430, -0.598556, -6.651591], [4.635260, 9.151164, 2.151069], [-1.199500, -0.601646, -3.049521], [-2.091240, 8.886904, 1.391339], [3.936450, -0.642276, 5.205829], [2.390730, 0.669004, -4.881591], [5.355880, 6.214434, 0.303749], [-2.761910, 6.715434, 1.116309], [4.829870, 8.347374, 1.441039], [5.798010, -0.211456, -7.829941], [4.278790, 8.606474, 0.537009], [4.358290, 6.196034, 0.742589], [4.717410, -0.169836, -7.693271]],
  "atomic_forces_ev_per_a": [[-0.49, -0.31, -1.55], [-0.84, -2.27, 0.70], [-1.42, 0.39, 0.08], [1.30, 0.85, -0.67], [0.00, -1.60, -0.17], [-0.67, 0.25, -0.25], [-0.49, -0.46, -0.02], [1.03, -0.22, -0.37], [0.46, -1.27, -0.14], [-0.06, 0.86, -0.17], [0.72, -0.17, 0.60], [-0.12, 0.09, -0.15], [-0.11, -0.22, 0.05], [0.39, -0.08, -0.53], [-0.48, 0.66, 0.92], [0.10, -0.08, -0.01], [-1.10, 1.85, 1.02], [0.07, 0.31, -0.31], [0.49, -0.53, -0.44], [0.51, 0.21, -0.17], [0.31, -0.78, 0.02], [-0.79, -1.04, 1.82], [-0.43, 0.30, 0.31], [-0.43, 0.78, 0.82], [-0.14, -0.53, 0.22], [1.06, 0.59, 0.75], [-0.11, -0.85, 0.18], [0.77, 1.00, -0.99], [-0.35, 0.16, 0.52], [0.33, -1.04, -0.61], [0.51, 1.06, -0.27], [0.55, 0.27, -0.14], [1.50, 1.13, -1.46], [0.59, 0.24, -0.35], [0.04, 0.29, 0.35], [-1.14, 0.05, -0.21], [-0.08, -1.09, -0.04], [-0.28, -0.61, -0.42], [0.64, -0.42, 0.50], [-0.44, 0.25, -0.57], [-0.71, 0.43, 0.86], [0.04, -0.03, -0.17], [-0.31, 0.14, -0.28], [-0.14, -0.11, -0.22], [-0.02, 0.19, 0.30], [0.07, 0.20, 1.11], [-0.26, -0.01, 0.28], [0.18, -0.32, -0.29], [2.79, 1.13, 1.61], [0.03, 0.29, 0.34], [-0.57, -0.18, 0.49], [-1.53, 0.07, -1.03], [0.26, -0.39, 0.23], [-0.44, 0.12, -1.53], [0.69, -0.18, 0.11], [-0.35, -2.66, 1.55], [-1.93, 0.52, -0.28], [-2.33, -1.93, -2.13], [-0.37, 0.24, -0.23], [0.24, -1.56, -0.93], [0.13, -0.31, -0.30], [0.01, 0.00, 0.28], [0.13, 0.35, 0.00], [0.70, -0.24, -0.41], [-0.05, 0.00, 0.06], [1.64, -0.14, -0.51], [-0.12, -0.01, -0.66], [0.15, 0.74, -1.08], [-0.60, 0.79, 0.77], [0.17, 0.25, -0.30], [-0.04, -0.05, -0.15], [-0.25, 0.67, -0.65], [0.23, 0.16, 0.23], [1.37, 0.08, 0.76], [-0.26, 0.54, -2.23], [-0.92, -0.12, -0.97], [-0.20, 0.47, -0.15], [-0.71, -0.49, 0.04], [-0.05, -0.25, 0.07], [0.04, -0.30, 0.63], [1.47, 0.68, 1.13], [0.17, 0.90, 0.29], [0.17, -0.28, 0.94], [0.76, -0.75, 0.91], [-0.63, -0.07, 0.04], [-0.79, -0.52, -0.52], [-0.85, -1.81, -0.78], [0.61, 0.38, -0.07], [-0.22, -0.20, -0.07], [-0.11, 0.35, 0.32], [-0.29, 0.00, -0.10], [0.40, 0.24, -0.16], [0.42, 0.12, 0.46], [-0.61, -0.25, 0.69], [-0.76, 1.04, 0.06], [0.06, 0.25, -0.47], [-1.03, -0.11, -0.52], [0.02, 0.36, -0.97], [0.64, 1.18, -0.59], [0.55, -0.37, -0.39], [-0.09, -0.08, -0.40], [0.08, -0.15, 0.11], [-0.56, 0.43, -0.85], [-1.89, 1.51, -0.90], [0.44, -0.25, 0.56], [-0.22, -0.06, -0.18], [2.17, -1.27, -1.35], [-0.58, -1.58, -0.28], [-0.38, 0.17, 0.68], [0.34, -0.74, 1.08], [0.49, 0.44, -0.11], [-0.25, -0.07, -0.98], [0.71, -0.33, 0.88], [-1.05, -0.92, 1.75], [1.81, -2.05, 0.27], [-0.19, 0.90, 2.35], [0.48, -0.35, 0.14], [-0.39, 0.02, -0.51], [-0.18, -0.13, -0.09], [1.08, 0.46, -1.16], [-0.07, 0.06, -0.10], [-1.15, 0.40, 0.46], [-0.15, -0.19, 0.03], [0.57, -1.64, -0.09], [0.46, 0.52, -0.12], [-0.39, -0.28, -0.46], [0.46, 0.38, -0.02], [0.17, -0.13, 0.16], [0.08, 0.78, 1.38], [0.90, 0.21, -0.68], [1.07, 0.92, 0.86], [-0.57, 0.47, 0.72], [0.15, -0.23, 1.11], [0.79, 1.11, -1.30], [0.21, 0.87, 0.14], [0.01, 1.00, 0.77], [0.71, 1.45, -0.61], [-0.33, -0.37, -0.47], [0.11, -0.05, 0.13], [0.71, 0.89, 0.83], [0.90, -0.34, 0.40], [0.23, 2.17, 0.70], [0.09, -0.80, -0.47], [-0.26, -0.47, 0.48], [0.43, -0.35, 1.64], [-0.71, -0.14, 0.03], [-0.60, -0.45, 0.46], [0.02, -0.39, -0.03], [-2.18, 0.48, 0.13], [-1.27, 0.56, -1.49], [0.65, -2.36, -0.64], [0.13, 0.02, -0.21], [-0.63, 0.32, -0.24], [-1.10, 0.65, 0.20], [0.15, 0.22, 0.87], [0.04, 0.16, -0.19], [0.23, 1.66, -0.14], [0.24, -0.26, 0.52]],
  "lowdin_charge": [-0.17, -0.13, 0.08, 0.09, -0.38, 0.06, 0.09, 0.08, 0.08, 0.12, -0.22, 0.11, 0.13, 0.11, -0.22, 0.10, -0.14, 0.11, 0.08, 0.14, 0.08, -0.21, 0.06, 0.09, 0.06, 0.05, 0.08, -0.20, -0.15, 0.07, -0.24, 0.08, -0.19, 0.07, 0.08, -0.08, -0.10, 0.07, -0.15, 0.09, -0.18, 0.07, 0.06, 0.07, 0.07, 0.08, 0.11, 0.08, -0.12, 0.06, 0.09, -0.22, 0.08, -0.07, 0.08, -0.24, -0.07, -0.12, 0.06, -0.10, 0.11, 0.12, 0.11, 0.11, 0.08, 0.09, 0.06, -0.17, -0.03, 0.11, 0.08, 0.12, 0.13, 0.10, -0.14, 0.12, 0.07, -0.21, 0.08, 0.11, -0.18, 0.08, 0.11, 0.10, 0.09, 0.07, -0.18, -0.03, 0.13, 0.05, 0.08, 0.09, 0.12, 0.06, -0.10, 0.13, -0.17, 0.12, 0.07, 0.10, 0.06, 0.09, 0.12, -0.26, 0.11, 0.07, -0.46, 0.10, 0.12, 0.12, 0.12, -0.21, 0.08, 0.00, -0.17, -0.07, 0.10, 0.09, 0.09, -0.14, 0.10, -0.20, 0.11, -0.16, 0.12, 0.11, 0.07, 0.07, -0.10, -0.20, -0.05, -0.10, -0.09, -0.18, 0.14, -0.14, -0.10, -0.13, 0.08, -0.02, -0.22, -0.16, 0.09, 0.08, -0.19, 0.11, 0.08, 0.11, -0.23, -0.12, -0.11, 0.13, 0.12, -0.11, 0.08, 0.08, -0.24, -0.09],
  "orbital_gap_ev": 8.503,
  "total_charge": 0,
  "de_lowest_kj_mol": 638.4,
  "homo_ev": -8.146
}



{
  "formula": "H2N6O",
  "method": "the ωB97M-V functional and the def2-TZVPD basis",
  "elements": ["N", "H", "N", "N", "N", "N", "O", "N", "H"],
  "xyz": [[0.846138, 0.839688, 0.821589], [2.427154, -1.305185, -0.811053], [2.328990, -0.376584, -0.363053], [-1.220713, -1.826918, -0.003322], [-1.606808, -0.777359, -0.104467], [-1.806182, 0.371466, -0.237352], [0.289004, 1.843153, 1.164948], [1.364283, 0.310671, -0.110639], [-2.621863, 0.921072, -0.356654]],
  "atomic_forces_ev_per_a": [[2.69, -2.30, 3.97], [-1.60, 0.87, 0.15], [5.64, -3.17, 1.04], [-0.03, -0.51, 0.19], [-0.22, -2.37, -0.07], [1.16, 3.32, -0.26], [-1.42, 1.36, -0.91], [-5.15, 3.36, -4.13], [-1.09, -0.55, 0.03]],
  "nbo_charge": [0.25, 0.38, -0.36, -0.13, 0.27, -0.56, -0.23, -0.04, 0.41],
  "orbital_gap_ev": [8.735, 7.304],
  "total_charge": 0,
  "de_lowest_kj_mol": 88.5,
  "homo_ev": [-7.528, -9.155],
  "s_squared": 2.0104,
  "spin_multiplicity": 3
}